C13H2Cl5N2O7Pd as an isolated structure. Source: OMol25; level of theory: wB97M-V/def2-TZVPD.

For the relative energy (zero: lowest compared OMol25 entry of this formula, charge and spin), the calculation gives 11.2 kcal per mole. As for the spin multiplicity: 5. The LUMO energy (spin up / spin down) comes out at -0.1641 / -0.2957 hartree. Its charge is +1. For the orbital gap (spin up / spin down), the calculation gives 0.3175 / 0.1916 Ha. The expectation value of S² is 6.066. As for the HOMO energy (spin up / spin down): -13.1 / -13.3 eV.

Each line ends with the Mulliken spin population.
Geometry (Å):
Pd (0.09, -2.16, -0.57)  1.83
Cl (3.21, -2.61, -2.34)  0.07
C (3.24, -2.54, -0.65)  0.17
C (1.98, -2.56, 0.04)  0.18
C (1.99, -2.53, 1.44)  -0.02
Cl (0.41, -2.46, 2.15)  0.07
C (3.14, -2.45, 2.17)  0.09
Cl (3.12, -2.36, 3.85)  0.05
C (4.40, -2.42, 1.44)  0.25
Cl (5.81, -2.31, 2.30)  0.12
C (4.43, -2.46, 0.03)  -0.05
Cl (5.92, -2.42, -0.80)  0.00
O (-3.95, -1.50, -0.36)  0.06
C (-2.80, -1.24, -0.62)  0.00
O (-1.89, -2.09, -0.94)  0.11
C (-2.40, 0.23, -0.59)  0.15
C (-3.41, 1.16, -0.50)  -0.05
C (-3.10, 2.50, -0.46)  0.25
C (-1.77, 3.01, -0.45)  0.00
C (-0.76, 2.13, -0.52)  0.15
C (-1.02, 0.70, -0.68)  0.16
O (-0.08, -0.08, -0.95)  0.36
N (0.62, 2.64, -0.39)  -0.01
O (0.78, 3.83, -0.58)  0.00
O (1.47, 1.86, -0.03)  0.01
N (-4.20, 3.50, -0.40)  -0.02
O (-3.88, 4.66, -0.38)  0.03
O (-5.32, 3.06, -0.39)  0.02
H (-4.44, 0.83, -0.46)  0.01
H (-1.58, 4.07, -0.36)  0.00